No. 1
64
Properties=species:S:1:pos:R:3:lowdin_charge:R:1 method="wB97M-V/def2-TZVPD" lumo_energy_ev=1.9 homo_lumo_gap_ha=0.22117 charge=-1 max_force_ev_per_a=1.438 e_homo_ev=-4.13
C 1.9111 1.8788 0.5603 -0.16
Si 3.2953 0.7849 -0.1951 0.45
C 4.0359 1.6736 -1.7090 -0.18
C 2.3969 -0.7753 -0.8420 -0.18
O 4.4209 0.4446 1.0213 -0.25
C 5.0441 1.6453 1.5336 -0.28
C 5.1592 1.6157 3.0898 -0.11
C 5.2103 3.1131 3.6086 -0.32
N 5.9493 4.0296 2.6940 0.02
C 3.7606 3.6165 3.9316 -0.73
O 3.0454 4.0959 3.0323 -0.07
O 3.3824 3.4609 5.1229 -0.09
H 1.7047 1.4742 1.5738 0.05
H 1.0238 1.8290 -0.1076 0.02
H 2.3202 2.9069 0.6546 0.03
H 4.4654 2.6481 -1.3979 0.03
H 4.7679 1.0311 -2.2515 0.03
H 3.1884 1.8513 -2.4159 0.03
H 2.2503 -0.7265 -1.9477 0.03
H 2.9553 -1.7178 -0.6487 0.02
H 1.3906 -0.8047 -0.3671 0.02
H 4.4568 2.5647 1.2942 0.09
H 6.0315 1.7745 1.0364 0.11
H 4.2188 1.1869 3.4924 0.12
H 6.0609 1.0796 3.4538 0.10
H 5.7644 3.0713 4.5765 0.12
H 6.8315 4.2447 3.1608 0.05
H 5.4285 4.9086 2.7058 0.06
C -2.6845 -2.2127 1.6763 -0.03
O -2.3292 -3.4769 1.1110 -0.04
C -1.7385 -3.3964 -0.0889 -0.63
O -1.4999 -2.3846 -0.6904 0.13
O -1.4596 -4.6398 -0.4998 -0.01
C -0.8198 -4.7015 -1.7746 -0.04
H -3.1505 -2.4064 2.6397 0.10
H -1.7980 -1.5990 1.8342 0.10
H -3.4025 -1.6946 1.0399 0.10
H 0.1395 -4.1847 -1.7488 0.10
H -1.4618 -4.2798 -2.5485 0.10
H -0.6442 -5.7513 -2.0011 0.09
C -2.4092 1.9195 -2.9171 -0.04
O -2.0670 3.2437 -3.3276 0.00
C -0.7508 3.4813 -3.3586 -0.62
O 0.1138 2.6950 -3.0796 0.12
O -0.5649 4.7453 -3.7532 0.00
C 0.8067 5.1356 -3.8280 -0.04
H -3.4948 1.8443 -2.9300 0.09
H -2.0002 1.1837 -3.6097 0.10
H -2.0581 1.7276 -1.9033 0.10
H 1.3415 4.5252 -4.5561 0.10
H 1.2805 5.0671 -2.8488 0.10
H 0.8334 6.1728 -4.1561 0.09
C -8.9420 -4.1049 1.1083 -0.05
O -7.9993 -4.6308 0.1759 0.00
C -6.7216 -4.4941 0.5525 -0.61
O -6.3381 -3.9832 1.5728 0.13
O -5.9506 -5.0220 -0.3996 0.01
C -4.5479 -4.9449 -0.1268 -0.03
H -9.9356 -4.2723 0.6974 0.09
H -8.8680 -4.6230 2.0646 0.10
H -8.7955 -3.0329 1.2409 0.10
H -4.3013 -5.4979 0.7785 0.11
H -4.2285 -3.9112 -0.0428 0.08
H -4.0236 -5.4021 -0.9630 0.10

No. 2
15
Properties=species:S:1:pos:R:3:lowdin_charge:R:1 method="wB97M-V/def2-TZVPD" lumo_energy_ev=0.8 smiles="NN=C(NN)NN" homo_lumo_gap_ha=0.31348 max_force_ev_per_a=5.476 e_homo_ev=-7.71 de_lowest_ev=2.9247
C -0.3470 0.0004 -0.0689 -0.42
H 2.8568 -1.1171 -0.2389 0.10
H 2.0920 -1.2909 1.1009 0.02
H 0.4431 -1.8094 -0.4478 0.07
H -1.3828 -1.6214 -0.4643 0.18
H -3.1299 0.2371 0.8534 0.10
H -2.6409 0.8787 -0.4873 0.05
H 1.1952 2.7207 0.4788 0.11
H 1.6859 1.1315 -0.4547 0.07
N 2.0326 -0.7913 0.3100 -0.01
N 0.8125 -0.8717 -0.5270 -0.03
N -1.5399 -0.6566 0.1197 -0.12
N -2.7550 -0.0230 -0.0973 0.00
N -0.2598 1.2677 0.2270 -0.04
N 0.9372 1.9453 -0.3036 -0.07

No. 3
110
Properties=species:S:1:pos:R:3:lowdin_charge:R:1 method="wB97M-V/def2-TZVPD" lumo_energy_ev=2.3 homo_lumo_gap_ha=0.18645 charge=-1 max_force_ev_per_a=1.471 e_homo_ev=-2.77 de_lowest_ev=1.1213
Cd 0.8576 -0.0356 0.6093 1.01
N -1.2086 1.0609 -4.2391 0.11
C -0.1326 1.9228 -4.2951 -0.12
C 0.8999 1.1920 -4.7865 -0.18
N 0.5025 -0.0982 -5.0390 0.13
C -0.7461 -0.1576 -4.6701 -0.29
C -1.6265 -1.3159 -4.7770 -0.25
N -1.3002 -2.5852 -4.7201 0.09
C -2.4695 -3.2762 -4.9117 -0.13
C -3.5154 -2.4198 -5.0886 -0.12
N -2.9643 -1.1648 -5.0018 0.10
H -1.9740 1.1740 -3.5922 0.10
H -0.1884 2.9296 -3.9261 0.10
H 1.9265 1.4887 -4.9096 0.09
H -2.4936 -4.3535 -4.9038 0.10
H -4.5658 -2.5793 -5.2549 0.10
H -3.4372 -0.2922 -5.1571 0.14
C -1.7639 -2.7261 1.6680 -0.18
O -1.2339 -1.4341 1.8240 -0.37
Si -0.6067 -0.7406 3.2445 0.24
C -1.5872 0.8574 3.4389 -0.17
C -1.2763 -1.8188 4.6435 -0.16
C 1.1410 -0.4366 2.9195 -0.56
Si 1.8609 1.1078 3.6451 0.33
C 3.7105 1.2682 3.3482 -0.19
C 1.1336 2.7116 2.9558 -0.20
C 1.5906 1.1960 5.5206 -0.18
Si 2.2419 -1.9217 3.0663 0.34
C 1.3527 -3.5481 2.7105 -0.18
C 3.7351 -1.9089 1.9314 -0.18
C 2.8839 -2.1424 4.8381 -0.19
H -1.3022 -3.1986 0.7970 0.07
H -1.5701 -3.3616 2.5358 0.06
H -2.8478 -2.6817 1.5126 0.07
H -2.6404 0.6337 3.6267 0.03
H -1.5236 1.4576 2.5283 0.00
H -1.2196 1.4544 4.2773 0.01
H -2.3410 -1.9989 4.4707 0.03
H -1.1876 -1.2514 5.5753 0.03
H -0.7792 -2.7762 4.8000 0.01
H 3.8966 1.3318 2.2717 0.02
H 4.3036 0.4505 3.7599 0.01
H 4.0558 2.2008 3.8055 0.03
H 0.3236 3.1012 3.5769 0.02
H 0.7672 2.5884 1.9352 -0.02
H 1.9284 3.4632 2.9212 0.03
H 2.0678 0.3582 6.0330 0.01
H 0.5260 1.1754 5.7696 0.01
H 2.0069 2.1227 5.9289 0.02
H 0.9422 -3.5680 1.7011 0.01
H 0.5587 -3.7646 3.4276 0.01
H 2.0890 -4.3551 2.7906 0.03
H 3.4007 -2.0059 0.8975 -0.01
H 4.3856 -2.7564 2.1711 0.03
H 4.3207 -0.9930 1.9962 0.01
H 2.0487 -2.2287 5.5397 0.02
H 3.5169 -1.3173 5.1714 0.01
H 3.4742 -3.0618 4.9042 0.02
O -1.5299 2.4799 0.3193 -0.06
C -1.2444 3.6703 0.2912 -0.50
C -0.4666 4.2714 -0.8560 -0.11
C 0.9017 4.8342 -0.4522 -0.21
C 0.8696 6.2143 0.1938 -0.21
C 0.1416 6.2747 1.5320 -0.19
C -1.3360 5.9112 1.4286 -0.19
N -1.6123 4.4907 1.3099 0.08
H -1.0690 5.0459 -1.3491 0.12
H -0.3082 3.4401 -1.5404 0.07
H 1.5211 4.8701 -1.3504 0.10
H 1.4025 4.1051 0.1884 0.07
H 0.3929 6.9259 -0.4944 0.11
H 1.8965 6.5629 0.3313 0.11
H 0.2167 7.2882 1.9387 0.11
H 0.6151 5.6005 2.2500 0.10
H -1.7855 6.4466 0.5842 0.12
H -1.8620 6.2502 2.3217 0.11
H -2.0057 4.0069 2.1019 0.14
C -4.2691 0.9557 -2.0234 -0.35
As -2.9582 -0.0337 -0.9209 1.08
C -3.9620 0.1930 0.7464 -0.33
C -3.6710 -1.8150 -1.4059 -0.33
H -5.2887 0.6309 -1.8066 0.02
H -4.0625 0.7773 -3.0780 -0.02
H -4.1859 2.0238 -1.8139 0.02
H -5.0132 -0.0620 0.5956 0.02
H -3.8673 1.2251 1.0798 0.01
H -3.5228 -0.4502 1.5023 -0.01
H -4.6376 -2.0085 -0.9364 0.02
H -2.9663 -2.5899 -1.1115 -0.01
H -3.7824 -1.8540 -2.4916 -0.02
O 1.1189 -2.4109 -0.3882 -0.12
C 1.4122 -2.8579 -1.4914 -0.49
C 2.8366 -2.9134 -1.9814 -0.11
C 3.0843 -2.2521 -3.3441 -0.21
C 2.7153 -3.1021 -4.5535 -0.21
C 1.2176 -3.3517 -4.6827 -0.22
C 0.6286 -4.1313 -3.5152 -0.20
N 0.4478 -3.3711 -2.2892 0.10
H 3.1472 -3.9654 -2.0104 0.12
H 3.4266 -2.4012 -1.2251 0.09
H 4.1473 -2.0041 -3.3884 0.11
H 2.5567 -1.2946 -3.3735 0.04
H 3.2476 -4.0614 -4.5015 0.10
H 3.0645 -2.6007 -5.4600 0.10
H 1.0163 -3.9180 -5.5976 0.11
H 0.6884 -2.3987 -4.7681 0.05
H 1.2409 -5.0168 -3.3035 0.12
H -0.3612 -4.4966 -3.7895 0.09
H -0.4909 -3.2133 -1.9589 0.13
Te 2.3565 1.1078 -1.2779 -0.40

No. 4
14
Properties=species:S:1:pos:R:3:lowdin_charge:R:1 method="wB97M-V/def2-TZVPD" lumo_energy_ev=-4.3 homo_lumo_gap_ha=0.44278 charge=+1 max_force_ev_per_a=4.783 e_homo_ev=-16.33 de_lowest_ev=1.8793
C -0.4224 0.7204 -0.2322 -0.03
C -0.1507 1.4129 1.9478 -0.08
C 0.8948 -2.7258 -2.0244 0.03
C -0.9330 1.6803 0.6757 -0.16
N -0.0813 -0.2124 -0.8360 0.32
O 1.5147 -1.7201 -1.8551 0.08
H -0.1559 0.4106 2.2631 0.06
H -0.7551 1.8216 2.7679 0.10
H 0.9822 1.6159 1.9237 0.13
H -0.2056 -2.7085 -2.0266 0.12
H 0.5880 -0.8956 -1.5071 0.04
H 1.3701 -3.6445 -2.2248 0.11
H -1.9042 1.5112 0.8874 0.10
H -0.7417 2.7341 0.2407 0.18

No. 5
23
Properties=species:S:1:pos:R:3:lowdin_charge:R:1 method="wB97M-V/def2-TZVPD" lumo_energy_ev="3.9 / 3.9" homo_lumo_gap_ha="0.24047 / 0.24050" charge=-1 max_force_ev_per_a=4.775 e_homo_ev="-2.65 / -2.65" de_lowest_ev=0.1854
C -3.0973 -1.2727 -1.4483 -0.20
C -2.9388 -1.0037 -0.0770 -0.15
C -1.9566 -1.1641 -2.2073 -0.18
C -1.6983 -0.6575 0.5414 -0.04
C -0.7161 -0.9019 -1.6701 -0.08
C -0.5081 -0.5421 -0.3219 -0.34
C 2.3081 0.7967 1.5878 -0.22
C 0.8976 0.0516 1.5531 -0.32
C 2.4626 1.7282 0.3977 -0.28
N 0.6836 -0.2869 0.2116 -0.04
N 2.3640 1.0271 -0.8474 -0.10
O 1.8319 1.7013 -1.7794 -0.14
H -4.0757 -1.4939 -1.9268 0.08
H -3.7542 -1.3354 0.5928 0.08
H -2.2228 -1.3981 -3.2680 0.09
H -1.7720 -0.6184 1.5678 0.04
H 0.3490 -0.6763 -2.1529 0.13
H 2.5555 1.4186 2.5001 0.11
H 3.0595 0.0286 1.4848 0.08
H 0.9611 -0.7722 2.3317 0.10
H 0.1574 0.8305 2.0088 0.11
H 1.6093 2.4905 0.3195 0.13
H 3.5004 2.0502 0.6019 0.11

No. 6
38
Properties=species:S:1:pos:R:3:lowdin_charge:R:1 method="wB97M-V/def2-TZVPD" lumo_energy_ev=0.6 smiles="CCOC(=O)Cc1csc(NC(=O)COc2ccccc2)n1" homo_lumo_gap_ha=0.33747 max_force_ev_per_a=1.366 e_homo_ev=-8.58 de_lowest_ev=0.7983
C 2.1305 2.6008 3.0902 -0.06
C 0.7477 2.0535 2.7910 -0.22
H 0.6731 0.9881 3.0325 0.12
H -0.0212 2.5885 3.3598 0.13
O 0.4852 2.2257 1.3952 -0.01
C -0.4954 1.4931 0.8692 -0.49
O -1.1771 0.7284 1.4945 0.12
C -0.6052 1.7787 -0.6208 -0.01
C -1.7161 1.0060 -1.2433 -0.37
C -2.7627 1.5038 -1.9530 -0.35
S -3.8050 0.2342 -2.4830 1.04
C -2.7187 -0.9010 -1.6720 -0.57
N -1.7174 -0.3444 -1.1006 0.12
N -3.0180 -2.2332 -1.6912 0.12
C -2.3935 -3.2781 -1.0488 -0.41
O -2.8856 -4.3788 -1.0794 0.10
C -1.1044 -2.9417 -0.3205 -0.11
O -0.1586 -2.5036 -1.2714 -0.04
C 0.8289 -1.6620 -0.8580 -0.28
C 1.5108 -0.9794 -1.8657 -0.02
C 2.5363 -0.1112 -1.5495 -0.09
C 2.9046 0.0855 -0.2272 -0.10
C 2.2410 -0.6041 0.7706 -0.09
C 1.2063 -1.4727 0.4665 -0.02
H 0.7092 -2.0014 1.2644 0.11
H 2.5346 -0.4770 1.8026 0.10
H 3.7070 0.7650 0.0177 0.10
H 3.0516 0.4170 -2.3387 0.11
H 1.2130 -1.1453 -2.8891 0.12
H -1.3189 -2.1474 0.4062 0.13
H -0.7549 -3.8472 0.1926 0.14
H -3.8606 -2.4954 -2.1912 0.15
H -2.9827 2.5215 -2.2012 0.07
H 0.3481 1.4790 -1.0662 0.12
H -0.7374 2.8502 -0.7703 0.13
H 2.3507 2.4797 4.1469 0.08
H 2.1780 3.6559 2.8354 0.08
H 2.8766 2.0697 2.5059 0.06